1.
Formula: C6H13NO
Source: the OMol25 dataset
Level of theory: ωB97M-V with the def2-TZVPD basis set

The LUMO energy (alpha / beta) comes out at -3.092 / -6.214 eV. The calculation puts the gap between HOMO and LUMO (alpha / beta) at 10.35 / 8.05 eV. Its expectation value of S² is 0.757. The total charge is +1. The spin multiplicity is 2.

Element x y z (Å)
C  1.158  1.332  -1.961
N  0.737  0.084  0.693
C  -0.023  -0.233  -0.346
C  0.017  0.478  -1.565
C  -1.125  0.471  -2.502
C  -0.804  -2.551  -0.083
C  -1.074  -1.256  -0.153
H  1.851  0.738  -2.572
H  1.771  1.618  -1.103
H  0.922  2.234  -2.519
H  0.942  -0.613  1.412
H  1.416  0.829  0.574
H  -1.717  1.361  -2.246
H  -0.712  0.670  -3.489
H  -1.774  -0.397  -2.519
H  -1.567  -3.326  -0.103
H  0.202  -2.955  -0.168
H  -2.087  -0.889  -0.101
H  0.577  0.897  5.532
H  0.679  1.961  4.423
O  0.652  1.014  4.581

Forces on the atoms, in the same order (eV/Å):
C 0.92 -0.12 0.77
N 0.97 -0.45 -0.60
C -0.72 0.24 0.47
C -0.21 0.34 -0.07
C 0.28 0.27 -0.27
C 0.12 -0.50 -0.55
C 0.32 -0.55 0.10
H -0.18 -0.02 -0.17
H 0.00 0.19 -0.10
H -0.36 -0.12 -0.04
H -0.50 0.48 0.07
H -0.03 -0.23 0.26
H -0.16 -0.05 -0.07
H -0.28 -0.11 -0.22
H 0.08 -0.09 0.17
H -0.11 0.36 0.40
H 0.02 0.27 0.07
H -0.19 0.09 -0.13
H 0.00 0.09 0.05
H -0.02 0.06 0.22
O 0.02 -0.16 -0.35

---

2.
Formula: C6H13NO2
Source: the OMol25 dataset
Level of theory: ωB97M-V with the def2-TZVPD basis set

The LUMO energy comes out at 0.765 eV. The structure (SMILES) is CCNC(C)(C)C(=O)O. The calculation puts the gap between HOMO and LUMO at 9.83 eV. The spin multiplicity is 1.

Element x y z (Å)
C  -1.555  -2.306  -0.533
C  -1.239  -1.163  0.413
N  0.218  -0.781  0.227
C  0.443  0.644  -0.004
C  -0.023  1.025  -1.411
C  -0.150  1.573  1.059
C  2.053  0.856  0.056
O  2.675  1.747  -0.499
O  2.708  -0.014  0.864
H  -1.506  -1.973  -1.576
H  -0.856  -3.138  -0.407
H  -2.566  -2.684  -0.349
H  -1.376  -1.476  1.453
H  -1.936  -0.341  0.230
H  0.750  -1.063  1.056
H  -1.114  1.028  -1.501
H  0.328  2.029  -1.676
H  0.381  0.337  -2.163
H  -1.239  1.649  0.983
H  0.252  2.587  0.949
H  0.100  1.232  2.070
H  3.650  0.232  0.758

Forces on the atoms, in the same order (eV/Å):
C -0.36 -0.22 -0.09
C 1.29 -0.30 -0.11
N -1.01 0.09 0.56
C 1.78 -0.11 -0.18
C 0.26 0.29 -0.26
C 0.12 0.44 0.23
C -0.35 0.95 -0.46
O -1.16 -1.08 0.47
O -0.05 0.23 -0.39
H 0.07 -0.03 0.17
H -0.05 0.19 0.01
H 0.04 0.00 -0.05
H -0.14 0.03 -0.09
H 0.32 0.12 0.01
H -0.35 0.09 -0.40
H 0.11 -0.10 0.19
H -0.07 -0.14 0.16
H -0.06 0.03 0.26
H 0.15 -0.14 -0.07
H -0.08 -0.14 -0.05
H -0.01 -0.04 -0.14
H -0.45 -0.15 0.20

---

3.
Formula: C6H13NO2
Source: the OMol25 dataset
Level of theory: ωB97M-V with the def2-TZVPD basis set

The LUMO energy (alpha / beta) comes out at -0.245 / -0.252 eV. The calculation puts the gap between HOMO and LUMO (alpha / beta) at 8.26 / 8.07 eV. The spin multiplicity is 1.

Element x y z (Å)
C  -0.637  -0.237  -1.591
C  -0.710  -1.573  0.836
C  1.289  0.424  0.002
C  1.799  0.924  1.336
N  0.535  -2.071  0.783
C  -0.416  0.110  -0.116
C  -1.164  1.060  0.503
O  -1.954  -0.651  -1.850
O  -0.312  0.884  -2.382
H  -2.540  0.088  -1.637
H  -0.402  0.629  -3.309
H  1.023  -1.956  1.670
H  -0.010  -1.100  -1.843
H  -1.427  -2.058  0.173
H  -1.168  -1.309  1.794
H  1.828  -0.456  -0.343
H  1.371  1.203  -0.754
H  -2.166  0.874  0.860
H  -0.773  2.012  0.825
H  1.752  0.166  2.115
H  2.838  1.247  1.235
H  1.244  1.790  1.692

Forces on the atoms, in the same order (eV/Å):
C -0.53 -1.21 0.27
C 1.00 -1.09 0.36
C -2.66 0.24 -0.70
C -0.15 0.02 -0.02
N -1.06 -0.19 0.02
C 4.38 0.77 -0.70
C -1.04 0.64 0.91
O -0.21 0.00 -0.12
O 0.05 0.06 0.39
H 0.07 -0.02 0.00
H 0.00 -0.10 0.15
H -0.07 0.24 -0.01
H -0.05 0.08 -0.03
H 0.05 0.48 -0.37
H 0.18 0.31 -0.13
H -0.17 -0.01 0.01
H 0.31 0.06 0.02
H -0.50 0.05 -0.59
H 0.44 -0.15 0.46
H 0.03 -0.10 0.07
H -0.01 -0.10 0.02
H -0.08 0.05 0.00